Formula: ClHN6
Source: the OMol25 dataset
Level of theory: ωB97M-V/def2-TZVPD

XYZ file:
```
8
Properties=species:S:1:pos:R:3:forces:R:3
N -0.70215 -1.47189 0.43578 -0.3593 -1.6017 0.0685
N -1.39249 -0.75233 -0.31955 -2.3203 1.4397 -0.3310
N 0.51448 -1.13810 0.79680 2.1694 2.2040 0.0496
N -2.28363 -0.23675 -0.76835 0.2498 -0.9651 -0.2570
N 0.90845 0.03583 0.39929 -0.1779 1.2824 -0.7319
N 0.16698 0.83380 -0.37891 0.5537 -0.8300 0.6954
Cl 0.96650 2.27073 -0.83811 0.4213 -0.2503 0.3184
H 1.82187 0.45870 0.67304 -0.5367 -1.2789 0.1880
```
Forces are in eV/Å.

Output
Highest occupied orbital energy (alpha / beta), eV: -8.410 / -8.407
HOMO-LUMO gap (alpha / beta), eV: 8.17 / 8.17
ΔE to the lowest compared entry with this formula, charge and spin, eV: 1.201
Spin multiplicity: 1